Molecular formula: C3H13N4
Method: DFT, ωB97M-V/def2-TZVPD

* charge: +1
* energy: -340.74752 hartree
* relative energy (zero: lowest compared OMol25 entry of this formula, charge and spin): 122.96 kcal/mol
* E_LUMO: -3.02 eV

Cartesian coordinates (Å):
C (1.45, -0.64, 1.08)
C (0.69, -0.74, -1.26)
C (0.61, 0.03, 0.02)
N (0.74, 1.42, 0.03)
N (-1.73, 1.18, 0.11)
N (-1.17, -0.01, 0.56)
N (-1.73, -1.23, 0.35)
H (1.30, -1.66, 1.01)
H (2.53, -0.47, 1.04)
H (1.11, -0.19, 1.99)
H (0.27, -0.37, -2.18)
H (0.10, -1.59, -1.12)
H (1.78, -1.06, -1.39)
H (-2.16, 1.74, 0.99)
H (1.29, 1.97, -0.60)
H (-0.37, 1.80, -0.07)
H (-2.19, 1.10, -0.76)
H (-2.44, -1.56, -0.27)
H (1.16, 1.69, 0.91)
H (-1.98, -1.77, 1.20)

natural (NBO) population analysis, charges in e, atoms 1 to 4: atom 1 (C): -0.646, atom 2 (C): -0.682, atom 3 (C): 0.293, atom 4 (N): -0.757

***

Molecular formula: C10H9O2S
Method: DFT, ωB97M-V/def2-TZVPD

* charge: -1
* energy: -935.12018 hartree
* SMILES: O=C([O-])C1(c2cccs2)CC=CC1
* relative energy (zero: lowest compared OMol25 entry of this formula, charge and spin): 3.06 kcal/mol
* E_LUMO: 3.24 eV

Cartesian coordinates (Å):
O (0.14, -2.62, 0.98)
C (0.46, -2.29, -0.14)
O (0.76, -2.91, -1.15)
C (0.39, -0.51, -0.33)
C (-1.03, -0.24, -0.10)
C (-1.63, 0.20, 1.07)
C (-3.03, 0.35, 0.98)
C (-3.62, -0.27, -0.06)
S (-2.36, -0.81, -1.17)
C (1.10, -0.10, -1.61)
C (2.39, 0.46, -1.15)
C (2.50, 0.51, 0.17)
C (1.27, 0.02, 0.85)
H (-1.02, 0.54, 1.83)
H (-3.62, 0.60, 1.91)
H (-4.77, -0.31, -0.38)
H (0.63, 0.38, -2.42)
H (1.43, -1.07, -2.00)
H (3.21, 0.76, -1.85)
H (3.35, 0.69, 0.68)
H (1.51, -0.62, 1.72)
H (0.84, 0.90, 1.21)

natural (NBO) population analysis, charges in e, atoms 1 to 4: atom 1 (O): -0.741, atom 2 (C): 0.840, atom 3 (O): -0.742, atom 4 (C): -0.250

***

Molecular formula: C3H2N2O2
Method: DFT, ωB97M-V/def2-TZVPD

* charge: 0
* energy: -375.45628 hartree
* SMILES: [H]/N=C(/C#N)OC=O
* relative energy (zero: lowest compared OMol25 entry of this formula, charge and spin): 34.67 kcal/mol
* E_LUMO: -0.09 eV

Cartesian coordinates (Å):
H (2.36, 0.70, 1.18)
N (2.11, -0.10, 0.59)
C (0.93, -0.09, 0.17)
C (0.35, -1.11, -0.70)
N (-0.51, -1.58, -1.32)
O (-0.06, 0.85, 0.36)
C (-1.39, 0.51, -0.02)
O (-1.97, 1.15, -0.83)
H (-1.82, -0.33, 0.55)

natural (NBO) population analysis, charges in e, atoms 1 to 4: atom 1 (H): 0.371, atom 2 (N): -0.586, atom 3 (C): 0.462, atom 4 (C): 0.196

***

Molecular formula: C2H9NS
Method: DFT, ωB97M-V/def2-TZVPD

* spin multiplicity: 2
* charge: -1
* energy: -534.45248 hartree
* <S²>: 0.75
* relative energy (zero: lowest compared OMol25 entry of this formula, charge and spin): 9.60 kcal/mol
* E_LUMO (spin up / spin down): 4.40 / 4.25 eV

Cartesian coordinates (Å):
S (-0.29, -0.40, 1.79)
H (0.55, 0.08, 2.69)
C (0.79, -0.82, -1.32)
N (0.60, 0.61, -1.04)
C (-0.80, 0.91, -1.37)
H (1.73, -1.17, -0.87)
H (-0.02, -1.43, -0.90)
H (0.89, -0.98, -2.41)
H (0.67, 0.72, 0.04)
H (0.30, 1.27, 1.24)
H (-0.93, 0.80, -2.46)
H (-1.03, 1.95, -1.11)
H (-1.47, 0.22, -0.86)

natural (NBO) population analysis, charges in e, atoms 1 to 4: atom 1 (S): -0.731, atom 2 (H): 0.110, atom 3 (C): -0.424, atom 4 (N): -0.704

***

Molecular formula: C14H21ClFN2O4
Method: DFT, ωB97M-V/def2-TZVPD

* charge: -1
* energy: -1516.60622 hartree
* E_LUMO: 1.13 eV

Cartesian coordinates (Å):
C (4.53, 0.05, 2.10)
C (3.04, 0.25, 1.99)
O (2.72, 1.58, 1.54)
C (1.67, 1.56, 0.64)
C (1.17, 2.97, 0.41)
O (0.42, 3.09, -0.80)
C (-0.94, 2.83, -0.65)
C (-1.30, 1.37, -0.83)
C (-0.51, 0.51, -1.62)
C (-0.83, -0.82, -1.77)
C (-0.03, -1.77, -2.61)
C (1.50, -1.51, -2.50)
C (-1.98, -1.25, -1.08)
C (-2.41, -2.72, -1.17)
O (-2.05, -3.49, -0.29)
O (-3.06, -2.92, -2.21)
N (-2.66, -0.35, -0.38)
C (-3.89, -0.83, 0.33)
C (-3.54, -1.46, 1.65)
F (-4.67, 0.27, 0.58)
N (-2.38, 0.93, -0.22)
H (4.68, -0.94, 2.54)
H (4.98, 0.78, 2.76)
H (5.03, 0.05, 1.13)
H (2.66, -0.47, 1.24)
H (2.52, 0.03, 2.94)
H (1.97, 1.13, -0.33)
H (0.84, 0.95, 1.02)
H (2.03, 3.62, 0.29)
H (0.61, 3.34, 1.27)
H (-1.30, 3.12, 0.34)
H (-1.51, 3.40, -1.39)
H (0.36, 0.93, -2.10)
H (-0.30, -1.62, -3.65)
H (-0.23, -2.80, -2.32)
H (2.02, -2.46, -2.42)
H (1.87, -1.00, -3.38)
H (1.73, -0.94, -1.60)
H (-4.47, -1.46, -0.34)
H (-4.46, -1.53, 2.22)
H (-3.03, -2.41, 1.55)
H (-2.92, -0.74, 2.19)
Cl (2.11, 0.74, 4.95)

natural (NBO) population analysis, charges in e, atoms 1 to 4: atom 1 (C): -0.621, atom 2 (C): -0.103, atom 3 (O): -0.537, atom 4 (C): -0.068

***

Molecular formula: C5H12NO
Method: DFT, ωB97M-V/def2-TZVPD

* charge: +1
* energy: -327.19066 hartree
* relative energy (zero: lowest compared OMol25 entry of this formula, charge and spin): 168.75 kcal/mol
* E_LUMO: -9.16 eV

Cartesian coordinates (Å):
O (0.39, 0.14, -1.28)
C (1.43, 0.87, -1.11)
C (2.09, 0.74, 0.33)
C (1.10, 0.05, 1.23)
C (0.98, -1.47, 0.92)
C (2.01, -2.08, -0.05)
N (1.48, 2.01, -0.04)
H (2.06, 1.20, -1.94)
H (3.18, 0.69, 0.52)
H (0.10, 0.55, 0.92)
H (1.30, 0.28, 2.29)
H (1.04, -2.02, 1.89)
H (0.01, -1.69, 0.53)
H (1.87, -1.59, -1.07)
H (1.87, -3.11, -0.18)
H (3.02, -1.92, 0.24)
H (2.09, 2.81, -0.34)
H (-38.18, 0.65, -0.16)
H (-37.60, 0.29, -0.15)

natural (NBO) population analysis, charges in e, atoms 1 to 4: atom 1 (O): -0.211, atom 2 (C): 0.276, atom 3 (C): 0.128, atom 4 (C): -0.450

***

Molecular formula: C18H18N2NiO4S3
Method: DFT, ωB97M-V/def2-TZVPD

* spin multiplicity: 3
* charge: -2
* energy: -3810.14096 hartree
* <S²>: 2.01
* E_LUMO (spin up / spin down): 4.73 / 4.73 eV

Cartesian coordinates (Å):
Ni (-0.45, -0.15, 0.42)
C (-4.59, 0.58, -1.40)
O (-4.06, 1.26, -2.52)
C (-2.92, 2.04, -2.35)
C (-2.80, 3.09, -3.23)
C (-1.70, 3.94, -3.18)
C (-0.74, 3.74, -2.22)
C (-0.83, 2.68, -1.31)
C (0.18, 2.58, -0.28)
N (0.18, 1.72, 0.67)
N (1.07, 1.89, 1.69)
C (1.10, 0.82, 2.46)
O (0.48, -0.27, 2.26)
C (1.92, 0.94, 3.70)
C (1.75, -0.02, 4.70)
C (2.48, 0.06, 5.88)
C (3.39, 1.10, 6.07)
C (3.57, 2.04, 5.07)
C (2.84, 1.96, 3.89)
C (-1.91, 1.74, -1.39)
O (-1.97, 0.68, -0.67)
H (-5.62, 0.32, -1.67)
H (-4.60, 1.21, -0.51)
H (-4.04, -0.33, -1.17)
H (-3.58, 3.24, -3.97)
H (-1.61, 4.77, -3.89)
H (0.12, 4.40, -2.15)
H (0.97, 3.34, -0.29)
H (1.06, -0.82, 4.52)
H (2.34, -0.68, 6.65)
H (3.95, 1.17, 6.99)
H (4.29, 2.84, 5.21)
H (2.98, 2.69, 3.10)
S (3.68, -2.62, -1.20)
C (2.11, -2.32, -0.63)
S (1.50, -0.73, -0.93)
S (1.24, -3.48, 0.26)
C (-2.52, -3.55, -1.33)
C (-1.56, -2.36, -1.21)
O (-1.25, -2.11, 0.16)
H (-2.67, -3.79, -2.39)
H (-3.48, -3.32, -0.88)
H (-2.09, -4.42, -0.83)
H (-2.03, -1.46, -1.61)
H (-0.65, -2.56, -1.77)
H (-0.41, -2.64, 0.36)

natural (NBO) population analysis, charges in e, atoms 1 to 4: atom 1 (Ni): 1.381, atom 2 (C): -0.235, atom 3 (O): -0.545, atom 4 (C): 0.267

***

Molecular formula: C3H7NO
Method: DFT, ωB97M-V/def2-TZVPD

* charge: 0
* energy: -248.41463 hartree
* SMILES: OC[C@H]1CN1
* relative energy (zero: lowest compared OMol25 entry of this formula, charge and spin): 70.20 kcal/mol
* E_LUMO: 0.84 eV

Cartesian coordinates (Å):
O (1.30, -1.17, 0.25)
C (-0.21, -1.19, 0.47)
C (-0.70, 0.15, -0.28)
C (-0.16, 1.51, -0.14)
N (0.12, 0.78, -1.37)
H (1.70, -1.79, 0.83)
H (-0.41, -0.95, 1.56)
H (-0.81, -1.98, 0.03)
H (-1.70, 0.13, -0.55)
H (-0.81, 2.30, -0.31)
H (0.65, 1.81, 0.67)
H (1.02, 0.41, -1.16)

natural (NBO) population analysis, charges in e, atoms 1 to 4: atom 1 (O): -0.749, atom 2 (C): -0.088, atom 3 (C): -0.113, atom 4 (C): -0.265

***

Please write out number 4 again, unchanged.
Molecular formula: C2H9NS
Method: DFT, ωB97M-V/def2-TZVPD

* spin multiplicity: 2
* charge: -1
* energy: -534.45248 hartree
* <S²>: 0.75
* relative energy (zero: lowest compared OMol25 entry of this formula, charge and spin): 9.60 kcal/mol
* E_LUMO (spin up / spin down): 4.40 / 4.25 eV

Cartesian coordinates (Å):
S (-0.29, -0.40, 1.79)
H (0.55, 0.08, 2.69)
C (0.79, -0.82, -1.32)
N (0.60, 0.61, -1.04)
C (-0.80, 0.91, -1.37)
H (1.73, -1.17, -0.87)
H (-0.02, -1.43, -0.90)
H (0.89, -0.98, -2.41)
H (0.67, 0.72, 0.04)
H (0.30, 1.27, 1.24)
H (-0.93, 0.80, -2.46)
H (-1.03, 1.95, -1.11)
H (-1.47, 0.22, -0.86)

natural (NBO) population analysis, charges in e, atoms 1 to 4: atom 1 (S): -0.731, atom 2 (H): 0.110, atom 3 (C): -0.424, atom 4 (N): -0.704

***

What is the energy in the fifth record?
-1516.60622 hartree

***

Which value of charge does entry 2 give?
-1